Record 1
A molecular structure, C39H36BBrN8OsP2S2Se2. Source: the OMol25 dataset; level of theory: ωB97M-V/def2-TZVPD.

For the HOMO-LUMO gap (alpha / beta), the calculation gives 7.384 / 4.811 eV. As for the relative energy (zero: lowest compared OMol25 entry of this formula, charge and spin): 0.000 eV. Its molar mass is 1181.7 u.

```
! wB97M-V def2-TZVPD RIJCOSX def2/J DEFGRID3
* xyz 2 5
Os 14.93115 11.05580 10.28368
Br 15.92151 16.40783 7.91762
Se 8.26540 11.41132 10.92171
Se 13.58226 9.13596 10.26118
S 17.00706 10.18322 9.74120
S 15.80235 5.23230 11.11388
P 9.40182 13.20292 10.82434
P 11.50507 9.97836 10.39377
N 17.59435 7.47441 9.65520
N 16.04819 6.08617 13.61350
N 13.25379 12.13827 10.51651
N 12.10399 13.95964 10.71250
N 16.08391 12.92197 10.13857
N 17.48946 7.05941 12.27004
N 16.43572 8.16376 7.96162
N 13.29657 13.45939 10.65321
C 8.98626 14.34176 9.48212
C 8.85767 7.97546 12.66175
C 7.62084 14.53971 9.25194
C 8.98028 15.84486 14.58793
C 11.12847 9.58330 13.07510
C 7.18522 15.38001 8.24003
C 9.21521 14.25477 12.34884
C 17.61274 14.49622 11.09745
C 10.69252 9.23660 11.80606
C 17.50288 6.43671 8.72264
C 16.95956 8.54728 9.15014
C 11.94739 11.74489 10.56265
C 14.93275 5.28666 14.07348
C 9.76145 10.54733 6.81587
C 10.38192 10.82547 8.00844
C 17.23904 15.47547 10.21321
C 9.88846 14.95026 8.63366
C 16.41205 6.19092 12.29954
C 8.10224 16.01561 7.41593
C 10.80747 9.74598 8.77022
C 9.79765 16.23536 13.55153
C 8.31829 14.64865 14.52392
C 9.93377 15.46299 12.39725
C 15.76631 13.85775 9.22433
C 9.57824 8.44504 11.58548
C 16.85253 6.84676 14.35927
C 9.64504 9.25672 6.36845
C 15.89503 9.05203 6.92972
C 10.37116 9.14061 14.15476
C 8.42510 13.84177 13.38053
C 9.45258 15.81698 7.67052
C 17.78894 7.40843 13.53083
C 10.68597 8.44439 8.32067
C 9.23447 8.38233 13.93515
C 16.34963 15.12989 9.23856
C 17.00110 13.26731 11.04820
C 11.20381 12.91027 10.68120
C 10.11532 8.20057 7.08585
C 16.81150 6.85918 7.66640
B 18.45162 7.42849 11.00544
H 10.33784 17.20190 13.58080
H 18.35487 14.70048 11.84562
H 9.45748 11.40040 6.21658
H 17.94339 5.49349 8.96387
H 10.62698 9.46137 15.13637
H 14.93303 8.65694 6.61617
H 11.88682 10.34855 13.21148
H 10.99930 7.61467 8.96808
H 14.85313 5.39184 15.14302
H 17.73114 16.44104 10.27291
H 7.80710 16.73020 6.66348
H 10.20386 16.36400 7.09572
H 19.17514 6.47638 10.99272
H 6.11080 15.43287 8.18553
H 18.56678 8.06743 13.82692
H 9.20274 9.08438 5.41096
H 16.66386 9.13348 6.14947
H 16.69276 6.88078 15.43757
H 15.09121 13.59449 8.41797
H 8.81839 16.56123 15.38976
H 10.95096 14.83659 8.81422
H 6.91577 14.11812 9.92710
H 10.01394 7.20727 6.71109
H 10.42857 11.83497 8.44640
H 14.00445 5.62264 13.60670
H 10.59992 15.79638 11.58216
H 9.30970 8.18421 10.56072
H 7.82635 12.95557 13.30159
H 17.30324 12.54904 11.78405
H 15.04046 4.25298 13.82886
H 8.65032 7.99314 14.75908
H 15.77422 10.02666 7.37140
H 16.56403 6.34173 6.75190
H 7.96613 7.42717 12.55280
H 18.89150 8.56771 11.19439
H 7.68061 14.31803 15.34378
*
```

=====

Record 2
A molecular structure, C39H36CdN2P2S6. Source: the OMol25 dataset; level of theory: ωB97M-V/def2-TZVPD.

For the HOMO-LUMO gap, the calculation gives 7.575 eV. Its molar mass is 899.5 u.

```
! wB97M-V def2-TZVPD RIJCOSX def2/J DEFGRID3
* xyz 0 1
Cd -0.36710 0.40498 0.21609
S -1.57945 -0.56575 -1.68515
S -0.45407 -2.23340 -5.40997
S 7.04624 -1.87006 -1.56272
S -4.09591 -2.63700 -3.12227
S -6.22489 -1.49077 -4.84711
S -3.38690 -1.60409 -5.70933
P 2.17401 0.14541 -1.35739
P 1.38049 -1.90031 0.51677
N 2.33149 4.18470 6.13558
N 2.52782 -1.41324 -0.72255
C 1.15227 1.49410 4.21944
C 1.94144 -4.68009 0.14817
C 3.66961 1.15347 0.89005
C 2.93186 2.70931 -0.78244
C 0.62790 0.80907 3.13545
C 1.82988 3.60626 5.27641
C 0.16515 1.47506 1.99949
C 4.20176 3.49351 1.09862
C -2.01971 -4.03692 -0.18975
C 3.95152 -1.79491 -0.55496
C 5.86424 -3.24116 -1.35061
C -0.57456 -2.12745 -1.78517
C 0.74843 3.57496 3.07623
C -2.39132 -2.69472 -3.52207
C 0.22657 2.87189 2.00128
C -1.41767 -3.25319 -2.48325
C 2.76040 -3.65281 2.16060
C -0.24113 -0.46749 -5.77549
C -2.19031 -4.10473 -1.50564
C -2.07451 -2.22319 -4.73455
C 3.27509 0.14397 -2.82364
C -0.13134 -2.50196 -0.38796
C 2.84107 -0.59890 -3.92181
C 4.40155 -2.85567 -1.55027
C 2.50354 -5.88442 0.54051
C 3.63716 -0.72840 -5.04946
C 1.22626 2.88514 4.18605
C 3.52659 3.75107 -0.08816
C 3.32764 -4.86000 2.55385
C 7.30934 -1.38059 0.15990
C -4.66360 -1.87969 -4.57002
C 4.51676 0.77047 -2.87892
C -0.92169 -3.26342 0.37777
C 4.25994 2.19842 1.59079
C 5.31065 0.64640 -4.01202
C 4.87472 -0.09898 -5.09645
C 3.19668 -5.97603 1.74298
C 3.02278 1.39509 -0.31696
C 2.07029 -3.54949 0.95411
H 3.29298 -1.32229 -5.88865
H 4.24851 -2.47725 -2.56407
H 5.50023 -0.19292 -5.97588
H 0.80154 4.65615 3.05547
H 4.57853 -0.91514 -0.69402
H 7.58741 -2.24749 0.75822
H 2.39775 -6.75770 -0.09116
H 3.70301 0.15245 1.30192
H 6.02590 -3.65336 -0.35132
H -0.67863 -3.42815 1.42396
H -0.27277 0.10990 -4.85239
H 6.28392 1.12058 -4.03609
H 0.73613 -0.36840 -6.24381
H 1.40207 -4.61818 -0.78891
H 2.84927 -2.77903 2.79794
H 4.66515 4.30231 1.64990
H 1.88140 -1.10154 -3.88186
H 3.45723 4.76352 -0.46671
H -0.72798 -3.90616 -3.03068
H 0.28896 -1.90794 -2.40778
H 3.86182 -4.92691 3.49332
H 3.62725 -6.92152 2.04926
H 0.58840 -0.27228 3.18470
H -2.89561 -4.81162 -1.93087
H 4.87806 1.34394 -2.03538
H 1.51575 0.96093 5.08859
H 8.13537 -0.67082 0.15965
H 3.78642 -3.75010 -1.43118
H 4.12580 -2.15916 0.46060
H 6.15388 -4.00271 -2.07348
H 6.42498 -0.89981 0.58022
H -0.13459 3.43579 1.15048
H -2.60932 -4.66292 0.46982
H 4.76355 1.99956 2.52959
H 2.40709 2.91036 -1.71251
H -1.00735 -0.12800 -6.46731
*
```